{"formula": "C32H35BN10O4S2Ti", "method": "the ωB97M-V functional and the def2-TZVPD basis", "orbital_gap_ev": [6.93, 6.96], "total_charge": -1, "multiplicity": 2, "elements": ["Ti", "S", "S", "O", "O", "O", "O", "N", "N", "N", "N", "N", "N", "N", "N", "N", "N", "C", "C", "C", "C", "C", "C", "C", "C", "C", "C", "C", "C", "C", "C", "C", "C", "C", "C", "C", "C", "C", "C", "C", "C", "C", "C", "C", "C", "C", "C", "C", "C", "B", "H", "H", "H", "H", "H", "H", "H", "H", "H", "H", "H", "H", "H", "H", "H", "H", "H", "H", "H", "H", "H", "H", "H", "H", "H", "H", "H", "H", "H", "H", "H", "H", "H", "H", "H"], "xyz": [[-0.09265, 0.49688, 0.13911], [0.00061, 2.11208, 2.17986], [0.14479, 1.25454, -2.36628], [-0.94281, 0.94429, 1.84620], [-0.75126, 3.30193, 2.51936], [0.96341, 1.70565, 3.17443], [0.63769, 2.23940, 0.79501], [2.13333, 0.19306, 0.04519], [2.28070, -2.67470, 0.31993], [-1.39113, -0.61911, -3.57361], [2.46682, -0.29224, 1.29908], [0.85640, -1.98909, 2.31246], [-1.66773, -0.52525, -0.61616], [1.40613, -2.54225, -0.71422], [-1.83990, 2.11641, -0.29748], [0.16770, 0.58045, -4.91061], [-0.29851, -1.63274, 1.68389], [-3.00295, 1.43819, -0.32549], [-3.94678, -2.06047, -1.09673], [-1.27138, -1.87868, 2.56204], [3.02940, 1.15294, -0.22539], [-4.25480, 3.42053, 0.10073], [-5.35173, -0.07742, -0.53201], [-5.43204, 1.22775, -0.22870], [0.48619, 0.19620, -7.26511], [1.87823, -3.27290, -1.70337], [-0.74009, -2.39608, 3.74927], [3.15398, 1.90444, -1.51073], [0.62444, -2.44540, 3.55368], [-2.90384, 0.02278, -0.57137], [-1.73709, -1.31004, -4.65159], [-2.71753, -1.57990, 2.32899], [4.45607, -3.81750, 0.87750], [-0.20893, -0.12254, -5.97255], [-1.17795, -1.11553, -5.89718], [1.14928, -3.34701, -3.01530], [-1.87979, 3.41090, -0.08602], [-1.57697, -1.78312, -0.98845], [3.89691, 1.31212, 0.85465], [1.69668, -2.87575, 4.50890], [-0.41781, 0.31349, -3.71304], [3.08448, -3.89965, -1.32476], [-4.24228, 2.03437, -0.14791], [3.31034, -3.48164, -0.02970], [3.50353, 0.39841, 1.80391], [-4.07946, -0.71288, -0.74190], [-3.07905, 4.10598, 0.12192], [4.02274, 0.20662, 3.18857], [-2.70167, -2.57899, -1.24657], [2.20629, -1.81253, 1.61768], [1.75886, -3.85800, -3.76130], [-0.56985, -2.17976, -1.06084], [4.11314, -4.26095, 1.81494], [-3.28240, -1.82956, 3.22792], [-0.04059, -0.22666, -8.12332], [2.38707, -2.05702, 4.72093], [1.50156, -0.20986, -7.24437], [3.08121, -2.20369, 2.34047], [-3.04588, 5.16769, 0.32799], [2.44111, 2.72456, -1.58527], [3.71313, -4.55237, -1.91568], [-2.51613, -2.05789, -4.50659], [4.92068, 0.80727, 3.33283], [4.26048, -0.83725, 3.39797], [-6.39654, 1.69261, -0.05265], [2.97657, 1.25578, -2.36136], [-3.12574, -2.15742, 1.49938], [4.69350, 2.03601, 0.94554], [5.04466, -2.93227, 1.13135], [1.23429, -3.18717, 5.44564], [5.11073, -4.53258, 0.37753], [-5.20086, 3.92202, 0.27188], [-2.86276, -0.51880, 2.12781], [0.20354, -3.89198, -2.92352], [0.56938, 1.27772, -7.37933], [-2.55756, -3.60832, -1.55069], [-1.28466, -2.68351, 4.63760], [-1.47756, -1.69697, -6.75922], [-4.83131, -2.67224, -1.24743], [2.28357, -3.71050, 4.11862], [-6.25050, -0.68054, -0.62199], [-0.92671, 3.92175, -0.07370], [3.25697, 0.53756, 3.89385], [0.91407, -2.34466, -3.38548], [4.16388, 2.31594, -1.56702]], "forces_ev_per_angstrom": [[1.6009, 0.3523, -1.0696], [-0.1126, 0.6656, 0.8539], [0.1002, -0.1387, -0.3696], [-0.0268, 0.2434, 0.7873], [0.0074, -0.1291, -0.1627], [0.0012, 0.0383, -0.0735], [0.1266, 0.4664, 0.4162], [0.4538, -0.1117, 0.2955], [0.1396, 0.3344, 0.1105], [0.1036, 0.0954, -0.0441], [0.0171, -0.5787, -0.3217], [0.0656, -0.0364, -0.1794], [-1.9141, -0.7027, -0.4022], [0.2897, 0.0132, 0.4234], [-0.3646, -0.0782, 0.2744], [-0.1258, -0.1142, 0.0905], [0.4556, 0.0350, 0.3010], [0.3821, -0.2959, -0.0886], [-0.4320, -0.0612, 0.0128], [-0.0794, 0.0496, 0.0126], [-0.0097, -0.1950, -0.0263], [-0.2998, -0.1254, -0.0117], [0.0300, -0.3685, -0.1540], [0.0470, 0.4272, 0.0917], [0.0662, 0.0335, -0.0482], [0.0835, -0.1774, -0.2035], [-0.1280, -0.1157, 0.1070], [-0.1012, 0.0314, 0.1177], [-0.0123, 0.0209, -0.0238], [-0.3940, 0.3364, 0.1002], [-0.0577, 0.0700, 0.2599], [0.0839, 0.0339, -0.0344], [-0.0612, 0.0347, -0.0673], [0.1269, 0.2037, 0.1711], [-0.0234, -0.0720, -0.0600], [0.0149, 0.0601, 0.0734], [0.3027, -0.1207, -0.2058], [0.0878, -0.3945, -0.1176], [0.1875, 0.2401, 0.0554], [-0.0617, 0.0265, -0.1402], [-0.0333, -0.1877, -0.2091], [0.0209, -0.0549, -0.1592], [-0.5015, 0.1242, 0.0226], [-0.0878, 0.0404, 0.0189], [-0.0634, -0.0374, -0.0064], [-0.0517, 0.1581, -0.0621], [0.0880, 0.2056, 0.0146], [-0.0437, -0.0445, -0.0695], [0.4645, -0.3185, -0.1635], [-0.1746, -0.0396, -0.2791], [-0.0168, 0.0142, 0.0014], [-0.0930, -0.0550, 0.1371], [0.0062, 0.0187, -0.0555], [-0.0056, -0.0269, -0.0272], [0.0344, 0.0256, 0.0631], [-0.0321, -0.0228, -0.0078], [-0.0628, 0.0331, -0.0069], [-0.1592, 0.0820, 0.0390], [0.0009, -0.0382, -0.0338], [-0.0388, 0.0039, 0.0587], [-0.0907, 0.0652, 0.0577], [0.0323, 0.0193, 0.0256], [-0.0339, 0.0095, 0.0000], [-0.0024, 0.0252, -0.0103], [0.0696, 0.0350, -0.0268], [-0.0092, -0.0376, -0.0798], [-0.0036, 0.0016, -0.0177], [-0.0491, -0.0589, -0.0453], [-0.0450, -0.0348, -0.0252], [0.0063, 0.0072, -0.0182], [-0.0200, 0.0222, 0.0059], [0.0112, -0.0026, -0.0029], [0.0202, 0.0154, -0.0112], [0.0718, 0.0180, 0.0075], [0.0014, -0.0575, -0.0070], [0.0543, 0.0381, 0.0497], [0.0482, 0.0421, -0.0820], [0.0050, 0.0284, 0.0208], [0.0282, 0.0579, 0.0105], [-0.0424, 0.0415, 0.0012], [0.0893, 0.0175, 0.0054], [0.0150, -0.0393, 0.0794], [0.0152, -0.0052, 0.0015], [0.0385, -0.0808, 0.0360], [-0.0303, -0.0038, -0.0006]]}